1.
Density functional theory data (wB97M-V/def2-TZVPD) for a molecular structure, C35H31CdF5N5O6PSe.

Calculated values
E_HOMO = -1.79 eV
Charge = -2
LUMO = 4.00 eV
Orbital gap = 5.8 eV
ΔE to the lowest compared entry with this formula, charge and spin = 0.0000 eV

```
85
Properties=species:S:1:pos:R:3:forces:R:3
Cd -0.6336 -0.0540 0.1928 0.02 0.29 -0.19
Se 0.5300 -3.9205 -2.3846 0.07 -0.14 -0.04
P -2.8143 2.5837 -0.1188 0.24 0.00 -0.07
F 3.7490 -8.8262 -0.7811 0.07 -0.11 0.03
F 3.5501 -8.1103 -3.4021 0.05 -0.06 -0.08
F 2.4920 -7.3223 1.1090 0.01 -0.03 0.10
F 1.0861 -5.1739 0.4241 -0.06 0.07 0.06
F 2.1597 -5.9690 -4.1267 -0.02 0.04 -0.09
O -3.3455 -1.1723 3.2373 0.10 0.01 -0.08
O -2.2824 -0.1761 -2.4901 0.10 0.00 -0.01
O 1.5334 -0.5059 0.5731 -0.02 -0.11 0.41
O 3.0393 -1.2459 2.0579 -0.11 0.03 -0.05
O -2.0193 -1.2777 1.4342 -0.02 0.03 0.13
O 0.3603 3.2037 1.4785 0.09 0.02 0.16
N -1.0127 -0.4554 -4.3358 0.02 0.04 0.00
N -0.0302 -0.3518 -2.1779 -0.23 -0.04 0.20
N 2.2292 -0.6250 -1.9297 0.00 0.03 -0.45
N -0.0714 0.2782 2.6715 0.00 -0.04 -0.04
N -1.4422 1.9108 -0.1093 -0.28 -0.06 0.13
C -6.7630 0.2013 -0.4861 0.01 0.02 0.00
C -3.7129 5.8256 -2.5829 0.02 -0.04 0.01
C 1.6763 -5.8533 -0.5613 0.00 -0.03 0.01
C -2.3227 -0.8819 2.6129 -0.08 -0.06 -0.14
C -5.5729 -0.4554 -0.2205 0.00 0.01 0.00
C -2.1759 4.3649 -3.7115 0.00 -0.01 0.02
C -1.1562 -0.3180 -2.9436 -0.11 -0.05 0.06
C 2.2035 -6.2489 -2.8130 0.03 -0.03 -0.01
C -3.9865 3.6137 3.6708 0.00 -0.02 -0.03
C -2.9538 5.5163 -3.7034 0.00 -0.01 0.02
C -1.3512 0.0731 3.3321 0.04 0.01 -0.02
C 1.9080 -0.8933 1.7442 0.06 0.07 -0.04
C -3.1835 3.5610 1.3908 -0.02 0.02 0.01
C 0.2030 -0.7116 -4.8868 -0.03 -0.02 0.01
C -5.5792 2.2908 -0.5676 -0.02 -0.03 -0.02
C -6.7660 1.5820 -0.6607 0.03 -0.02 0.01
C 2.9346 -7.3675 -2.4606 -0.04 0.06 0.01
C 0.6397 1.4546 3.1778 -0.02 -0.06 0.03
C -4.3727 1.6349 -0.3102 -0.08 0.03 -0.01
C -2.9353 3.8156 -1.4844 -0.02 0.05 -0.03
C 0.0526 2.8041 2.7904 0.00 0.04 -0.12
C -3.7028 4.9775 -1.4812 0.00 0.02 -0.02
C 1.3088 -0.7958 -4.1334 -0.03 0.06 -0.01
C -2.5599 4.7901 1.6022 0.00 0.00 0.03
C 3.0401 -7.7373 -1.1363 -0.02 0.02 -0.01
C 2.4016 -6.9683 -0.1842 -0.03 0.05 -0.05
C -2.2251 -0.3847 -5.1306 0.06 -0.04 0.01
C 1.1581 -0.5944 -2.7152 0.25 -0.11 0.04
C -2.6638 5.4343 2.8269 -0.02 -0.03 -0.01
C -3.8924 2.9761 2.4399 -0.01 0.01 0.04
C -3.3785 4.8470 3.8637 0.00 0.00 0.00
C 1.5391 -5.4391 -1.8903 -0.06 0.05 -0.06
C -4.3814 0.2572 -0.1381 0.00 0.02 0.01
C 0.7896 -0.8985 2.7935 -0.03 0.03 -0.02
C -2.1602 3.5255 -2.6064 -0.02 0.01 0.01
H -4.5233 3.1341 4.4811 0.01 0.02 -0.02
H 0.7059 1.3923 4.2801 0.00 0.00 0.01
H 0.1856 -1.7909 2.6135 0.00 -0.01 0.01
H 0.4876 3.5481 3.4668 0.01 0.02 0.01
H 2.1051 -0.6360 -0.9028 0.03 0.01 0.16
H -2.6572 0.6157 -5.0867 0.00 0.01 0.02
H -1.2259 -0.2964 4.3602 0.01 0.00 0.03
H -0.2624 2.7433 0.8517 -0.07 0.00 -0.02
H -3.4701 -0.2757 0.0859 0.07 -0.03 0.00
H -3.4469 5.3425 4.8256 0.00 -0.01 -0.01
H -4.3522 2.0014 2.3093 0.01 0.03 -0.02
H -7.6904 -0.3565 -0.5507 0.01 0.01 0.00
H -1.5371 2.6372 -2.5739 -0.03 0.02 0.01
H -2.9598 6.1766 -4.5634 0.00 -0.01 0.01
H 2.2678 -1.0436 -4.5620 -0.04 0.00 0.02
H -1.0301 2.8195 2.9660 -0.01 0.00 0.00
H 3.0613 -1.0381 -2.3076 0.05 -0.03 -0.06
H -1.8751 1.0267 3.4010 -0.01 0.03 0.00
H 1.2345 -0.9717 3.7937 0.03 -0.01 0.02
H -1.9591 5.2284 0.8140 -0.01 -0.01 0.00
H -5.5558 -1.5267 -0.0644 0.01 0.02 0.00
H -1.9783 -0.6366 -6.1610 -0.01 0.01 0.00
H -4.3089 6.7306 -2.5627 0.00 0.00 0.00
H -1.5692 4.1259 -4.5774 -0.01 0.00 0.00
H -2.1662 6.3846 2.9797 0.00 0.00 0.00
H 1.6590 1.4229 2.7879 0.02 -0.01 0.00
H 0.2162 -0.8650 -5.9577 -0.01 0.00 -0.01
H -2.9636 -1.0833 -4.7435 0.00 -0.02 0.00
H -4.2855 5.2383 -0.6047 0.00 -0.01 0.00
H -5.5991 3.3660 -0.6981 0.01 -0.02 0.00
H -7.6931 2.1052 -0.8643 -0.01 0.00 0.00
```
Forces are in eV/Å.



2.
Density functional theory data (wB97M-V/def2-TZVPD) for a molecular structure, C35H31ClN5O7Tl.

Calculated values
E_HOMO = -7.74 eV
Charge = 0
LUMO = -1.26 eV
Orbital gap = 6.5 eV
ΔE to the lowest compared entry with this formula, charge and spin = 0.2759 eV

```
80
Properties=species:S:1:pos:R:3:forces:R:3
Tl 1.0100 0.0031 0.1573 -0.25 0.21 -0.21
Cl 2.5378 2.7794 -6.6242 0.00 -0.01 -0.05
O 1.9306 1.5544 -0.9221 -0.04 0.00 0.11
O 0.3358 2.2767 1.3870 -0.12 0.05 0.16
O 1.8255 -1.2168 -1.8235 0.24 -0.03 0.08
O -7.4182 -1.8112 -3.3944 -0.23 0.30 0.12
O -0.7364 -0.8843 -0.9445 -0.21 -0.10 0.19
O -0.9741 0.5267 -2.6534 -0.08 -0.02 -0.11
O -7.0716 -3.2661 -1.8538 -0.18 0.09 0.33
N 2.1489 -1.9461 0.9452 0.12 -0.27 -0.06
N 3.6561 0.1048 0.8150 0.08 -0.01 -0.15
N -0.1405 -0.8741 1.7730 0.05 -0.17 0.26
N 3.3490 -2.2383 0.8176 -0.07 0.17 0.08
N -6.7378 -2.3119 -2.5241 0.44 -0.59 -0.66
C 0.0200 -2.2142 1.8759 0.04 -0.39 -0.12
C -3.6475 -0.2911 -2.9891 0.01 -0.02 -0.06
C -2.2338 0.3792 1.6416 -0.03 -0.03 -0.03
C -4.5216 -2.4614 -1.4705 0.03 0.11 -0.01
C 1.5928 1.5816 3.3396 -0.01 -0.04 0.10
C 2.4257 3.3685 -3.9798 0.02 0.03 -0.03
C -3.2275 -1.9887 -1.3272 -0.01 -0.01 0.01
C 2.3576 2.3667 -4.9456 -0.02 -0.05 0.01
C 6.1961 -0.1863 -0.2610 -0.04 0.07 0.02
C -1.2612 -0.2778 2.3864 -0.11 0.17 -0.02
C 0.4832 -5.0260 2.0724 -0.02 0.01 -0.01
C 1.4508 -4.2182 1.5418 0.00 -0.01 0.00
C -3.4162 0.9722 3.6568 0.01 -0.03 0.02
C 2.1569 1.0657 -4.5631 0.00 0.08 -0.01
C -5.3523 -1.8229 -2.3743 -0.13 0.15 0.18
C 2.2763 3.0601 -2.6496 -0.05 -0.06 0.02
C 4.1392 -1.0901 0.5009 0.08 -0.15 0.02
C 5.4057 -1.2965 -0.0327 -0.10 0.03 0.06
C -0.7216 -4.4391 2.4986 -0.02 -0.12 0.03
C -1.3837 -0.3074 3.7775 0.06 -0.04 0.01
C 2.0137 0.7281 -3.2106 0.06 -0.12 0.10
C -3.3002 1.0015 2.2759 -0.05 0.01 0.01
C 1.8800 -0.6902 -2.9267 -0.04 0.24 0.07
C -2.7895 -0.9071 -2.0854 0.00 -0.08 -0.09
C -4.9465 -0.7454 -3.1417 0.06 -0.03 0.08
C -0.9581 -3.0929 2.4151 0.05 0.17 -0.05
C 0.4501 2.4114 2.8093 0.12 0.12 -0.13
C 1.2229 -2.8407 1.4300 -0.05 0.26 0.05
C -0.7809 3.1797 -0.5837 -0.12 -0.02 0.03
C -0.6559 3.2033 0.9177 0.09 -0.06 0.00
C -1.3869 -0.3689 -1.9222 0.21 0.24 0.07
C -2.4525 0.3065 4.4059 -0.05 0.02 -0.01
C 2.0476 1.7378 -2.2182 0.01 -0.12 -0.12
C 4.4282 1.1662 0.5977 -0.01 0.07 -0.07
C 5.7035 1.0719 0.0687 0.04 -0.06 -0.02
H 1.8459 -1.3462 -3.8113 0.02 0.04 -0.05
H 7.1856 -0.2958 -0.6843 0.01 0.00 0.00
H -4.8908 -3.2984 -0.8982 -0.01 0.00 0.00
H 6.2934 1.9647 -0.0825 0.00 0.00 0.00
H -1.5021 -5.0764 2.8959 -0.01 0.00 0.01
H -4.2507 1.4560 4.1463 0.00 0.01 0.00
H 0.6260 -6.0940 2.1491 0.02 -0.01 0.00
H 5.7322 -2.3031 -0.2496 0.01 -0.01 -0.01
H -0.6233 -0.8139 4.3601 0.01 -0.01 -0.01
H 2.5191 1.8102 2.8143 0.02 0.03 -0.04
H 2.5940 4.3920 -4.2875 0.00 0.01 0.00
H 1.7408 1.8173 4.3950 -0.01 -0.02 0.00
H 2.3929 -4.6103 1.1840 0.01 0.00 0.00
H -2.1585 0.3935 0.5621 0.03 -0.03 0.02
H -4.0509 1.5049 1.6794 0.00 0.01 0.00
H -1.9051 -2.6897 2.7424 -0.01 0.00 0.01
H -5.6369 -0.2873 -3.8329 -0.01 0.01 -0.01
H -0.9911 2.1852 -0.9811 0.03 0.01 0.05
H -2.5280 0.2747 5.4848 -0.01 0.00 0.02
H -2.5461 -2.4496 -0.6246 0.00 0.01 -0.02
H -1.6140 3.8235 -0.8725 0.01 0.02 0.00
H 2.1095 0.2814 -5.3076 0.00 -0.01 -0.03
H -1.6073 2.9542 1.3985 0.00 0.02 -0.02
H -0.5032 2.1356 3.2721 0.05 0.01 0.02
H -0.3596 4.2000 1.2657 -0.03 0.01 -0.05
H 1.4017 0.5118 3.2587 -0.03 -0.01 -0.05
H 3.9951 2.1276 0.8469 0.01 -0.01 -0.01
H 2.3250 3.8346 -1.8961 0.00 0.00 0.02
H 0.6349 3.4719 3.0210 -0.01 -0.03 0.03
H 0.1179 3.5507 -1.0650 0.08 -0.01 -0.04
H -3.2759 0.5428 -3.5687 0.01 0.00 0.01
```
Forces are in eV/Å.



The following largest force on an atom values (in eV/A) correspond, in order, to the records above: 0.45; 0.99.